Entry 1:
22
Properties=species:S:1:pos:R:3:forces:R:3 method="wB97M-V/def2-TZVPD" e_lumo_ev=-5.24 gap_ev=8.1 total_charge=+1 e_homo_ev=-13.4
F 0.563 -0.026 -1.908 -0.3 0.0 0.0
C -0.729 -0.154 -1.717 0.2 -0.3 0.0
C -1.569 0.905 -1.487 -0.3 0.0 0.0
C -2.914 0.619 -1.284 0.2 -0.1 0.0
C -3.379 -0.701 -1.313 0.0 0.3 0.0
C -2.492 -1.710 -1.548 0.2 0.0 0.0
N -1.185 -1.413 -1.745 0.0 0.0 0.0
H -1.173 1.909 -1.466 0.0 0.0 0.0
H -3.605 1.431 -1.103 0.0 0.0 0.0
H -4.419 -0.933 -1.150 0.0 0.0 0.0
H -2.772 -2.751 -1.584 0.1 -0.1 0.0
H -0.517 -2.159 -1.913 0.0 0.0 0.0
C 3.046 1.210 1.521 0.0 -0.1 0.0
C 2.178 0.102 0.947 0.1 0.1 0.0
O 1.861 -0.669 2.100 -0.1 -0.1 -0.1
C 1.974 0.129 3.202 0.1 0.1 -0.1
O 1.608 -0.168 4.285 0.0 0.0 0.1
O 2.554 1.303 2.859 0.0 0.0 0.0
H 2.934 2.167 1.020 -0.1 0.0 0.1
H 4.101 0.935 1.546 0.0 0.0 0.0
H 1.247 0.492 0.527 0.0 0.1 0.0
H 2.687 -0.517 0.212 0.0 -0.1 0.1


Entry 2:
13
Properties=species:S:1:pos:R:3:forces:R:3 method="wB97M-V/def2-TZVPD" smiles=C[C@@]1(F)C[C@@H]1S e_lumo_ev=0.81 gap_ev=9.6 total_charge=0 e_above_lowest_ev=1.6831 e_homo_ev=-8.8
C -1.487 0.208 -0.673 -2.3 2.0 0.1
C -0.316 0.543 0.201 0.7 0.5 -0.7
C 0.110 -0.466 1.185 0.0 -1.1 -0.5
C 0.936 -0.191 -0.114 -0.6 -2.1 -0.3
H -1.341 -0.330 -1.576 0.9 -0.4 -0.8
H -2.064 1.117 -0.966 0.9 -0.1 0.0
H -2.308 -0.314 -0.206 0.1 -0.5 0.9
H 0.569 -0.269 2.153 -0.2 0.2 -0.4
H -0.552 -1.355 1.081 0.8 0.5 0.6
H 0.725 -0.971 -0.883 0.8 0.8 0.5
H 3.291 -0.422 -0.555 0.1 -0.9 -0.2
F -0.108 1.881 0.477 -0.6 -0.2 0.1
S 2.547 0.568 -0.125 -0.6 1.2 0.4


Entry 3:
110
Properties=species:S:1:pos:R:3:forces:R:3 method="wB97M-V/def2-TZVPD" spin_multiplicity=2 e_lumo_ev="2.09 / 0.03" gap_ev="7.1 / 5.0" total_charge=-1 e_above_lowest_ev=0.0000 e_homo_ev="-5.0 / -5.0"
Pb -0.381 0.168 0.125 -0.2 0.1 0.1
Cl 1.174 2.557 1.871 -0.1 0.0 -0.1
C -0.301 3.325 1.269 0.2 0.0 0.1
C -1.177 2.582 0.507 0.0 -0.2 -0.1
C -2.328 3.246 0.124 -0.1 -0.1 -0.1
Cl -3.548 2.368 -0.774 0.0 0.1 0.0
C -2.590 4.579 0.434 0.0 0.1 0.0
Cl -4.047 5.358 -0.077 0.0 0.0 0.0
C -1.656 5.296 1.179 0.0 0.0 0.0
Cl -1.940 6.952 1.575 0.0 0.0 0.0
C -0.496 4.660 1.611 0.0 0.1 0.0
Cl 0.665 5.540 2.547 0.0 0.0 0.0
C -0.053 -0.596 -3.855 0.0 0.0 0.0
N -0.596 0.578 -3.193 0.0 0.1 0.0
C -2.006 0.693 -3.537 0.0 0.0 0.0
C 0.094 1.797 -3.593 0.0 0.0 0.0
C 1.551 1.870 -3.157 0.0 0.0 0.0
N 1.742 2.354 -1.799 0.0 0.0 0.0
C 3.082 2.034 -1.343 0.0 0.0 0.0
C 1.508 3.782 -1.701 0.0 0.0 0.0
H -0.014 -0.461 -4.951 0.0 0.0 0.0
H -0.697 -1.448 -3.638 0.0 0.0 0.0
H 0.946 -0.841 -3.497 0.0 0.0 0.0
H -2.146 0.746 -4.632 0.0 0.0 0.0
H -2.422 1.592 -3.090 0.0 0.0 0.0
H -2.548 -0.163 -3.138 0.0 0.0 0.0
H -0.454 2.638 -3.163 0.0 0.0 0.0
H 0.043 1.914 -4.693 0.0 0.0 0.0
H 2.108 2.508 -3.870 0.0 0.0 0.0
H 1.998 0.878 -3.218 0.0 0.0 0.0
H 3.857 2.531 -1.955 0.0 0.0 0.0
H 3.236 0.957 -1.392 0.0 0.0 0.0
H 3.206 2.348 -0.308 0.0 0.0 0.0
H 2.133 4.348 -2.417 0.0 0.0 0.0
H 1.750 4.123 -0.695 0.0 0.0 0.0
H 0.462 4.026 -1.887 0.0 0.0 0.0
F 6.019 -3.766 2.755 0.0 0.0 0.0
C 5.090 -3.435 1.855 0.0 0.0 0.0
C 4.588 -2.147 1.818 0.0 0.0 -0.1
F 5.054 -1.235 2.673 0.0 0.0 0.0
C 3.628 -1.817 0.881 0.1 0.1 0.0
F 3.192 -0.560 0.872 0.0 0.0 0.0
C 3.154 -2.740 -0.060 -0.2 0.1 0.0
S 1.940 -2.311 -1.224 0.2 -0.1 -0.1
C 3.699 -4.025 0.001 0.0 -0.1 0.0
F 3.313 -4.964 -0.862 0.0 0.0 0.0
C 4.645 -4.377 0.944 0.0 0.0 0.0
F 5.147 -5.618 0.978 0.0 0.0 0.0
C 1.711 -9.369 -1.986 0.0 0.0 0.0
C 1.082 -8.016 -1.795 0.0 0.0 0.0
C 0.972 -7.448 -0.534 0.0 0.0 0.0
C 0.403 -6.196 -0.338 0.0 0.0 0.0
C 0.363 -5.638 1.055 0.0 0.1 0.0
C -0.091 -5.490 -1.443 0.1 0.2 0.0
Te -0.884 -3.516 -1.207 0.1 -0.1 -0.1
N -2.199 -0.989 -0.777 0.2 0.4 0.0
C -3.227 -0.886 -0.086 -0.2 -0.2 0.1
O -3.325 -0.399 1.240 0.2 0.1 0.1
C -4.590 -1.335 -0.517 0.0 0.0 0.0
C -5.752 -0.945 0.141 0.0 0.0 0.0
C -6.991 -1.365 -0.323 0.0 0.0 0.0
C -7.080 -2.187 -1.437 0.0 0.0 0.0
C -5.923 -2.580 -2.096 0.0 0.0 0.0
C -4.688 -2.148 -1.642 0.0 0.0 -0.1
C -2.515 -4.122 0.000 0.1 0.0 0.1
C -2.622 -3.561 1.267 0.0 -0.1 0.0
C -3.718 -3.842 2.067 0.0 0.0 0.0
C -4.702 -4.698 1.598 0.0 0.0 0.0
C -4.587 -5.259 0.336 0.0 0.0 0.0
C -3.501 -4.980 -0.490 0.0 0.0 0.0
C -3.447 -5.570 -1.871 0.0 0.0 0.0
C 0.014 -6.042 -2.723 0.0 0.0 -0.1
C -0.478 -5.373 -3.983 0.0 0.1 0.0
C 0.597 -7.298 -2.874 0.0 0.0 0.0
H 2.173 -9.720 -1.064 0.0 0.0 0.0
H 2.479 -9.339 -2.760 0.0 0.0 0.0
H 0.968 -10.109 -2.292 0.0 0.0 0.0
H 1.366 -7.981 0.325 0.0 0.0 0.0
H 0.917 -6.277 1.741 0.0 0.0 0.0
H -0.661 -5.550 1.421 0.0 0.0 0.0
H 0.804 -4.640 1.098 0.0 0.0 0.0
H -5.675 -0.319 1.018 0.0 0.0 0.0
H -7.891 -1.051 0.191 0.0 0.0 0.0
H -8.048 -2.515 -1.795 0.0 0.0 0.0
H -5.985 -3.223 -2.966 0.0 0.0 0.0
H -3.775 -2.427 -2.155 0.0 0.0 0.0
H -1.852 -2.894 1.635 0.1 0.0 0.0
H -3.799 -3.379 3.041 0.0 0.0 0.0
H -5.568 -4.921 2.208 0.0 0.0 0.0
H -5.368 -5.914 -0.034 0.0 0.0 0.0
H -4.378 -6.088 -2.100 0.0 0.0 0.0
H -2.623 -6.279 -1.972 0.0 0.0 0.0
H -3.298 -4.791 -2.623 0.0 0.0 0.0
H -0.932 -4.401 -3.805 0.0 0.0 0.0
H -1.221 -6.003 -4.477 0.0 0.0 0.0
H 0.348 -5.231 -4.682 0.0 0.0 0.0
H 0.677 -7.717 -3.873 0.0 0.0 0.0
S 0.740 -2.110 2.498 0.0 -0.3 0.0
C 1.144 -0.973 3.650 0.0 0.1 0.0
N 0.238 0.003 3.988 0.2 0.0 0.0
C 0.526 1.015 4.812 0.1 0.0 0.0
C 1.757 1.085 5.397 0.0 0.0 0.0
C 2.635 0.035 5.078 0.1 0.1 0.1
N 2.362 -0.950 4.262 0.0 0.0 -0.1
H -0.718 -0.012 3.551 -0.1 0.1 0.0
H -0.263 1.740 4.958 0.0 0.0 0.0
H 2.033 1.893 6.054 0.0 0.0 0.0
H 3.625 0.010 5.524 0.0 0.0 0.0
O -2.220 0.144 3.044 -0.1 0.0 0.0
C -2.128 -0.050 1.837 -0.1 -0.1 -0.2


Entry 4:
97
Properties=species:S:1:pos:R:3:forces:R:3 method="wB97M-V/def2-TZVPD" spin_multiplicity=2 e_lumo_ev="-8.72 / -9.55" gap_ev="7.2 / 6.3" total_charge=+3 e_above_lowest_ev=0.2027 e_homo_ev="-15.9 / -15.9"
Pt 0.126 -0.326 0.213 0.0 0.1 -0.2
C 2.244 -2.811 1.529 0.0 0.0 0.0
C 2.822 -1.530 1.039 0.0 0.1 0.1
C 4.158 -1.176 0.872 0.0 0.0 0.0
C 4.153 0.132 0.433 0.0 0.0 0.0
N 2.886 0.563 0.356 0.2 -0.1 0.0
N 2.070 -0.462 0.719 0.0 0.0 0.0
B 2.258 1.933 0.021 -0.3 0.3 -0.1
N 1.484 1.765 -1.320 0.1 -0.3 -0.1
C 1.523 2.390 -2.498 0.0 0.1 0.1
C 0.605 1.798 -3.344 0.0 0.0 0.0
C 0.006 0.770 -2.621 0.1 0.0 0.0
C -1.037 -0.174 -3.117 0.0 0.0 0.0
N 0.580 0.758 -1.401 0.0 0.2 0.1
N 1.156 2.209 1.094 0.2 -0.2 0.3
C 1.226 3.135 2.054 0.0 0.0 0.0
C 0.205 2.914 2.951 -0.1 0.1 -0.1
C -0.484 1.794 2.487 -0.1 0.1 0.0
C -1.693 1.236 3.164 0.1 -0.1 0.0
N 0.118 1.374 1.353 -0.1 -0.1 -0.1
N 3.209 3.074 0.002 0.0 0.0 -0.1
C 4.350 3.324 0.710 -0.1 0.0 0.1
C 4.642 4.649 0.580 0.0 0.0 0.0
C 3.603 5.180 -0.222 0.0 0.0 0.0
C 3.438 6.587 -0.694 0.0 0.0 0.0
N 2.736 4.239 -0.549 0.0 0.0 0.0
H 2.945 -3.288 2.210 0.0 0.0 0.0
H 1.311 -2.642 2.065 0.0 0.0 0.0
H 2.064 -3.505 0.707 0.0 0.0 0.0
H 5.017 -1.794 1.068 0.0 0.0 0.0
H 4.976 0.777 0.174 0.0 0.0 0.0
H 2.182 3.231 -2.632 0.0 0.0 0.0
H 0.395 2.063 -4.366 0.0 0.0 0.0
H -1.903 0.391 -3.464 0.0 0.0 0.0
H -0.654 -0.725 -3.977 0.0 0.0 0.0
H -1.376 -0.876 -2.366 0.0 0.0 0.0
H 1.994 3.892 2.026 0.0 0.0 0.0
H -0.033 3.484 3.833 0.0 0.0 0.0
H -2.207 2.054 3.666 0.0 0.0 0.0
H -2.398 0.755 2.499 -0.1 0.1 -0.1
H -1.406 0.516 3.932 0.0 0.0 0.0
H 4.852 2.568 1.289 0.0 0.0 0.0
H 5.484 5.175 0.998 0.0 0.0 0.0
H 4.087 7.258 -0.136 0.0 0.0 0.0
H 3.699 6.673 -1.749 0.0 0.0 0.0
H 2.409 6.921 -0.571 0.0 0.0 0.0
Br -5.499 -3.272 4.295 0.0 0.0 0.0
C -5.045 -2.324 2.748 0.0 0.0 0.0
C -6.044 -1.916 1.857 0.0 0.0 0.0
N -5.798 -1.242 0.738 0.0 0.0 0.0
C -4.542 -0.946 0.450 0.0 0.0 0.0
C -3.480 -1.306 1.280 0.0 0.0 0.0
C -3.735 -2.012 2.460 0.0 0.0 0.0
C -2.129 -0.936 0.922 -0.2 0.2 -0.1
O -1.112 -1.200 1.646 0.5 -0.2 0.2
O -1.843 -0.285 -0.158 -0.4 -0.2 0.3
H -7.082 -2.147 2.068 0.0 0.0 0.0
H -4.361 -0.407 -0.473 0.0 0.0 0.0
H -2.932 -2.304 3.125 0.0 0.0 0.0
C -2.500 6.809 -1.043 0.0 0.0 0.0
N -3.605 5.784 -1.356 0.0 0.0 0.0
C -4.577 5.757 -0.164 0.0 0.0 0.0
N -3.883 5.473 1.040 0.0 0.0 0.0
C -2.837 6.469 1.274 0.0 0.0 0.0
N -1.862 6.498 0.185 0.0 0.0 0.0
C -1.059 5.275 0.124 0.1 0.0 0.0
P -2.061 3.735 -0.177 -0.1 0.1 -0.1
C -3.026 4.424 -1.621 0.0 0.0 0.0
C -3.371 4.102 1.095 0.0 0.0 0.1
H -2.995 7.779 -0.992 0.0 0.0 0.0
H -1.802 6.791 -1.880 0.0 0.0 0.0
H -4.115 6.101 -2.183 0.0 0.0 0.0
H -5.334 5.005 -0.385 0.0 0.0 0.0
H -5.035 6.745 -0.126 0.0 0.0 0.0
H -2.328 6.243 2.208 0.0 0.0 0.0
H -3.301 7.452 1.361 0.0 0.0 0.0
H -0.531 5.157 1.072 0.0 0.0 0.0
H -0.289 5.369 -0.646 0.0 0.0 0.0
H -3.850 3.757 -1.878 0.0 0.0 0.0
H -2.378 4.507 -2.495 0.0 0.0 0.0
H -2.946 3.934 2.087 0.0 0.0 0.0
H -4.201 3.400 0.988 0.0 0.0 0.0
C 2.295 -1.356 -2.432 -0.1 0.0 0.0
C 1.126 -2.177 -2.031 0.1 0.0 0.2
C 0.837 -3.404 -2.692 -0.1 -0.2 0.0
C -0.053 -4.078 -1.920 0.1 0.0 -0.1
C -0.329 -3.266 -0.779 -0.1 0.1 0.0
C -1.122 -3.792 0.359 0.0 0.0 -0.1
N 0.328 -2.065 -0.907 0.2 0.0 0.0
H 3.154 -2.030 -2.489 0.0 0.0 0.0
H 2.544 -0.544 -1.765 0.0 0.0 0.0
H 2.156 -0.962 -3.442 0.0 0.0 0.0
H 1.315 -3.730 -3.602 0.0 0.0 0.0
H -0.458 -5.066 -2.069 0.0 0.0 0.0
H -0.908 -4.858 0.446 0.0 0.0 0.0
H -2.194 -3.720 0.143 0.0 0.0 0.0
H -0.920 -3.310 1.305 0.1 0.0 0.0


Ordered strongest force on any atom results: 0.3 3.0 0.4 0.6; unit eV Å⁻¹.